# C59H131N4OP

6 unconnected molecules or ions with the total composition C59H131N4OP at a distorted geometry (ωB97M-V with the def2-TZVPD basis set, OMol25).

XYZ file:
```
196
Properties=species:S:1:pos:R:3:mulliken_spin:R:1
C -0.5491 0.3801 -0.0530 0.054
O 0.2933 0.5722 -1.1301 0.880
H -1.0477 -0.5878 -0.0013 -0.044
H 0.0158 0.7079 0.8197 0.051
H -1.4208 1.0307 -0.1237 0.044
C 2.2610 1.9381 2.6778 0.006
C 1.7029 1.8289 4.0826 -0.002
C 0.3905 1.0265 4.1003 0.004
C -0.2169 1.0173 5.4483 0.000
P -1.9223 0.3228 5.6157 -0.001
C -2.7244 0.6335 7.2090 0.000
C -1.7755 0.2220 8.3209 0.000
C -2.0578 0.8437 9.6849 0.000
C -2.0885 2.3405 9.7422 0.000
C -2.7893 1.1214 4.1833 0.000
C -4.3221 1.1437 4.3191 0.000
C -4.9841 1.7081 3.0672 -0.001
C -4.7514 3.2340 2.7857 0.000
C -1.8882 -1.4444 5.0495 -0.001
C -0.7302 -2.2584 5.4786 0.000
C -0.9029 -3.7603 5.4712 0.000
C -1.2029 -4.5169 4.1593 0.000
H 2.5467 0.9595 2.2921 -0.004
H 3.2035 2.4847 2.7104 0.000
H 1.5988 2.5517 2.0671 0.000
H 1.6188 2.8144 4.5407 0.000
H 2.5242 1.3275 4.5944 0.000
H 0.5880 0.0452 3.6688 -0.002
H -0.3595 1.4861 3.4566 0.001
H -0.1775 2.0471 5.8034 0.000
H 0.3585 0.6190 6.2839 0.000
H -3.6731 0.0985 7.2517 0.000
H -2.8461 1.7153 7.2637 0.000
H -0.7216 0.3701 8.0852 0.000
H -1.9503 -0.8432 8.4717 0.000
H -1.2095 0.5362 10.2963 0.000
H -3.0681 0.5075 9.9181 0.000
H -2.1404 2.7159 10.7643 0.000
H -2.9252 2.7884 9.2060 0.000
H -1.1605 2.7405 9.3335 0.000
H -2.4283 0.5980 3.2979 0.002
H -2.4712 2.1636 4.2086 0.000
H -4.6436 1.7080 5.1944 0.000
H -4.7620 0.1786 4.5706 0.000
H -6.0454 1.4601 3.0509 0.000
H -4.5450 1.1576 2.2351 0.001
H -4.8632 3.7923 3.7151 0.000
H -5.1851 3.7261 1.9152 0.000
H -3.7151 3.3281 2.4614 0.000
H -1.9194 -1.3585 3.9633 0.001
H -2.8759 -1.7801 5.3652 0.000
H -0.4669 -2.0555 6.5167 0.000
H 0.0867 -1.9339 4.8339 0.000
H -1.7841 -3.8176 6.1101 0.000
H 0.0469 -4.0801 5.8998 0.000
H -0.3835 -4.3342 3.4641 0.000
H -2.1588 -4.2107 3.7343 0.000
H -1.3196 -5.5929 4.2884 0.000
C 0.9106 6.2710 -6.0946 0.000
C 0.2923 5.5830 -4.8898 0.000
C -0.5773 4.2993 -5.1800 0.001
C -1.1215 3.7594 -3.8003 -0.010
N -2.4450 3.0302 -4.0278 0.001
C -3.7678 3.8619 -4.2488 0.000
C -4.0532 4.3597 -2.8870 0.001
C -3.4762 3.4395 -1.8479 0.002
C -2.8928 2.3398 -2.7110 -0.004
C -2.2896 1.9867 -5.1565 -0.003
H 1.6301 5.6636 -6.6437 0.000
H 1.3486 7.2263 -5.8051 0.000
H 0.1532 6.6626 -6.7735 0.000
H -0.3031 6.1968 -4.2140 0.000
H 1.1352 5.1843 -4.3254 0.000
H 0.1358 3.5849 -5.5913 0.000
H -1.3719 4.5323 -5.8888 0.000
H -1.4990 4.5631 -3.1681 0.001
H -0.3974 3.1244 -3.2899 0.005
H -4.4988 3.1716 -4.6698 0.000
H -3.4890 4.6451 -4.9537 0.000
H -5.1415 4.4190 -2.8911 0.000
H -3.5564 5.3061 -2.6734 0.000
H -4.1231 2.9538 -1.1173 0.000
H -2.7235 3.9277 -1.2289 0.000
H -3.6614 1.6287 -3.0138 -0.001
H -2.0132 1.8312 -2.3166 0.018
H -3.2402 1.4539 -5.1292 0.000
H -1.4249 1.3529 -4.9598 0.001
H -2.2334 2.4752 -6.1293 0.000
C 2.4141 -4.9774 3.0993 0.000
C 1.7558 -4.2578 1.9017 0.000
C 2.6751 -3.6701 0.7626 -0.002
C 1.8415 -3.1987 -0.4198 -0.003
N 2.5696 -2.7526 -1.7366 -0.003
C 3.4390 -3.8416 -2.4349 0.001
C 3.1397 -3.9305 -3.8977 0.000
C 2.2842 -2.7232 -4.1950 -0.002
C 1.5351 -2.4611 -2.8978 0.005
C 3.3597 -1.4377 -1.4722 0.007
C 4.4163 -1.3732 -0.3354 0.001
C 5.7152 -0.7883 -0.6382 0.000
H 1.7219 -5.6252 3.6373 0.000
H 2.8724 -4.2872 3.8076 0.000
H 3.2159 -5.6241 2.7431 0.000
H 1.1634 -3.4278 2.2869 0.000
H 1.0644 -4.9935 1.4909 0.000
H 3.3139 -4.4293 0.3112 0.000
H 3.1668 -2.9081 1.3674 0.000
H 1.1986 -2.4117 -0.0256 0.002
H 1.2636 -4.0366 -0.8096 0.001
H 4.4784 -3.5715 -2.2481 0.000
H 3.2155 -4.7897 -1.9459 0.000
H 4.0451 -3.9533 -4.5041 0.000
H 2.6059 -4.8475 -4.1474 0.000
H 2.9356 -1.8599 -4.3307 0.000
H 1.6221 -3.0473 -4.9979 0.000
H 1.1635 -1.4450 -2.7653 -0.010
H 0.7238 -3.1216 -2.5918 0.003
H 2.6997 -0.6172 -1.1905 -0.011
H 3.9336 -1.2176 -2.3723 0.002
H 4.7933 -2.3755 -0.1323 0.000
H 4.0683 -0.9084 0.5871 0.002
H 6.0063 -0.5174 0.3767 0.000
H 5.6538 0.2278 -1.0278 0.000
H 6.6213 -1.2857 -0.9843 0.000
C 8.3947 2.0435 -1.7946 0.000
C 7.5602 3.1508 -2.4623 0.000
C 6.1128 3.3778 -1.9737 0.000
C 5.1290 2.5961 -2.8179 0.000
N 3.6725 2.8465 -2.3513 0.000
C 3.0303 4.2077 -2.5264 0.001
C 3.3604 4.8874 -1.2384 0.000
C 3.2685 3.7859 -0.1314 0.003
C 3.3996 2.3829 -0.8790 0.005
C 2.7609 1.9308 -3.2315 -0.016
C 2.6984 2.0537 -4.7581 -0.004
C 1.7433 0.9972 -5.3946 0.001
H 7.8103 1.1235 -1.7800 0.000
H 8.4341 2.2896 -0.7335 0.000
H 9.4177 1.9011 -2.1431 0.000
H 7.5882 3.1000 -3.5507 0.000
H 7.9944 4.1061 -2.1676 0.000
H 5.9330 4.4528 -1.9631 0.000
H 5.9638 3.0204 -0.9548 0.000
H 5.3679 1.5373 -2.7191 0.000
H 5.0231 2.8623 -3.8696 0.000
H 1.9432 4.1625 -2.5918 -0.001
H 3.5862 4.6084 -3.3741 0.000
H 2.6970 5.6485 -0.8276 0.000
H 4.2733 5.4627 -1.3923 0.000
H 2.3388 3.9517 0.4129 0.000
H 4.0772 3.9319 0.5846 0.000
H 2.4927 1.7893 -0.7639 -0.007
H 4.2082 1.7804 -0.4651 -0.001
H 1.7604 2.0943 -2.8311 0.019
H 3.1391 0.9262 -3.0420 0.004
H 3.6632 2.1840 -5.2482 0.000
H 2.1174 2.9629 -4.9131 0.000
H 1.4985 1.2747 -6.4198 0.000
H 0.9162 0.8246 -4.7059 0.001
H 2.1931 0.0075 -5.4736 0.000
C -5.3790 -2.3344 2.1411 0.000
C -4.3421 -1.5745 1.2550 0.002
C -3.4479 -2.5199 0.5298 -0.005
C -4.2688 -3.4814 -0.3899 -0.001
N -3.3043 -4.2896 -1.2593 0.000
C -2.5408 -5.2058 -0.2403 0.000
C -2.4161 -6.5299 -0.9110 0.000
C -3.6933 -6.7310 -1.6601 0.000
C -4.0669 -5.3423 -2.0595 0.000
C -2.3619 -3.5401 -2.2333 0.001
C -2.9245 -2.5330 -3.1840 0.000
C -1.8435 -1.8718 -4.1212 -0.002
H -5.0052 -3.1136 2.8054 0.000
H -6.2497 -2.6820 1.5850 0.000
H -5.7196 -1.6053 2.8762 0.000
H -3.6541 -1.0735 1.9360 -0.001
H -4.8165 -0.8033 0.6480 0.000
H -2.7896 -3.0697 1.2024 0.001
H -2.8590 -1.9214 -0.1652 0.003
H -5.0383 -3.0496 -1.0299 0.000
H -4.7791 -4.2442 0.1981 0.000
H -1.6642 -4.7114 0.1783 0.000
H -3.1460 -5.4580 0.6305 0.000
H -1.5118 -6.4803 -1.5175 0.000
H -2.3187 -7.3810 -0.2370 0.000
H -3.3828 -7.2314 -2.5774 0.000
H -4.3959 -7.2906 -1.0426 0.000
H -3.6794 -5.2423 -3.0734 0.000
H -5.1524 -5.2457 -2.0843 0.000
H -1.7222 -4.2651 -2.7365 0.000
H -1.6251 -2.9985 -1.6401 -0.002
H -3.5897 -1.8512 -2.6541 -0.001
H -3.4158 -3.0787 -3.9896 0.000
H -1.1494 -1.2648 -3.5401 0.001
H -2.2274 -1.3974 -5.0244 0.000
H -1.1472 -2.6159 -4.5080 0.000
```

Results
HOMO level (spin up / spin down) in Ha: -0.7110 / -0.7110
Maximum force in hartree/bohr: 0.0817
Net charge: +5
2S+1: 2
<S²>: 0.7539
Calculated total energy in eV: -80551.674

=====

# CH4N2O3S

A single CH4N2O3S molecule at a distorted geometry (ωB97M-V with the def2-TZVPD basis set, OMol25).

XYZ file:
```
11
Properties=species:S:1:pos:R:3:nbo_charge:R:1
C 0.2453 -1.0406 0.3913 0.524
N -1.0740 -1.5716 0.8053 -0.839
N 1.1327 1.6620 -0.2281 -1.073
O 1.3254 -1.4564 0.6058 -0.523
O -1.3600 1.2684 -0.0142 -0.920
O -0.2300 0.1400 -1.9309 -0.914
S -0.1826 0.6127 -0.5478 2.108
H -0.9131 -2.4576 1.1887 0.396
H -1.9249 -1.2583 0.4898 0.416
H 2.0080 1.4184 -0.5884 0.401
H 0.9732 2.6828 -0.1715 0.423
```

Results
Energy above the lowest of the compared OMol25 structures with the same formula, charge and spin in kcal/mol: 19.94
SMILES string: NC(=O)S(N)(=O)=O
HOMO level in Ha: -0.3857
Maximum force in hartree/bohr: 0.1298
Net charge: 0
2S+1: 1
Calculated total energy in eV: -21058.730

=====

# C25H24CrNO5S

A molecular structure, C25H24CrNO5S (ωB97M-V with the def2-TZVPD basis set, OMol25).

XYZ file:
```
57
Properties=species:S:1:pos:R:3:nbo_charge:R:1
Cr 0.6979 -0.5637 1.1807 1.445
O 1.6218 -1.0291 -2.6597 -0.589
C 1.7741 -0.9421 -1.4642 0.798
O 0.8385 -1.2370 -0.5857 -0.760
C 3.1127 -0.5285 -0.8588 -0.352
C 3.4505 -1.4269 0.3371 0.090
C 4.9110 -1.2975 0.7423 -0.428
C 4.9397 0.1066 1.3956 -0.417
C 3.4913 0.5492 1.2551 0.088
O 2.7696 -0.7198 1.4319 -0.551
C 3.1433 0.8956 -0.1978 -0.351
C 1.8305 1.6723 -0.2505 0.792
O 1.7042 2.6528 -0.9457 -0.590
O 0.8889 1.2170 0.5490 -0.762
H 3.8601 -0.6035 -1.6454 0.248
H 3.0562 -2.4373 0.2793 0.232
H 5.5657 -1.3836 -0.1234 0.225
H 5.1848 -2.0725 1.4555 0.224
H 5.6111 0.8017 0.8941 0.224
H 5.2273 0.0505 2.4438 0.223
H 3.1322 1.2580 1.9956 0.232
H 3.9066 1.5180 -0.6593 0.248
C -3.1296 2.9992 -3.2790 -0.596
C -2.5450 1.5809 -3.2352 -0.103
C -1.0377 1.6669 -3.4781 -0.620
C -3.1729 0.7333 -4.3499 -0.596
C -2.8667 0.9480 -1.8827 0.117
C -4.2125 0.7857 -1.4885 -0.228
C -4.5713 0.2225 -0.2838 -0.198
C -3.5494 -0.1975 0.5663 -0.250
S -3.6417 -0.9402 2.1375 0.453
C -1.9296 -1.0033 2.2049 0.134
N -1.3301 -0.5136 1.1520 -0.512
C -2.2198 -0.0438 0.1926 0.201
C -1.8689 0.5270 -1.0288 -0.252
C -1.0878 -1.5345 3.2865 -0.140
C -1.5941 -2.0782 4.4572 -0.181
C -0.7046 -2.5509 5.4128 -0.207
C 0.6617 -2.4732 5.1854 -0.198
C 1.1517 -1.9228 4.0019 -0.223
C 0.2913 -1.4393 3.0213 -0.327
H -2.9082 3.4617 -4.2431 0.209
H -2.6946 3.6218 -2.4953 0.217
H -4.2135 2.9983 -3.1515 0.200
H -0.8594 2.1242 -4.4532 0.211
H -0.5658 0.6819 -3.4841 0.229
H -0.5349 2.2815 -2.7283 0.229
H -2.9517 1.1777 -5.3226 0.210
H -4.2580 0.6692 -4.2524 0.200
H -2.7691 -0.2806 -4.3396 0.217
H -5.0004 1.1139 -2.1541 0.216
H -5.6122 0.1117 -0.0115 0.222
H -0.8244 0.6255 -1.2758 0.246
H -2.6627 -2.1371 4.6319 0.213
H -1.0793 -2.9790 6.3333 0.216
H 1.3491 -2.8441 5.9360 0.213
H 2.2242 -1.8732 3.8484 0.208
```

Results
Energy above the lowest of the compared OMol25 structures with the same formula, charge and spin in kcal/mol: 0.00
HOMO level (spin up / spin down) in Ha: -0.3173 / -0.3181
Maximum force in hartree/bohr: 0.0055
Net charge: 0
2S+1: 4
<S²>: 3.7783
Calculated total energy in eV: -77301.812

=====

> Number 3 is which compound?

C25H24CrNO5S